1.
Entry from OMol25: a molecular structure, C39H35AsCdF3PSb (the ωB97M-V functional and the def2-TZVPD basis).

The geometry in XYZ format:
```
81
Properties=species:S:1:pos:R:3
Cd -0.873 1.479 0.577
C 1.402 0.568 -3.878
C 2.313 -0.045 -3.032
C 2.487 0.425 -1.741
C 1.767 1.530 -1.288
C 0.840 2.132 -2.140
C 0.663 1.651 -3.429
P 1.959 1.965 0.493
C 3.744 2.318 0.627
C 4.350 1.937 1.821
C 5.692 2.195 2.036
C 6.433 2.835 1.056
C 5.833 3.218 -0.136
C 4.491 2.957 -0.358
C 1.149 3.610 0.505
C 1.785 4.845 0.500
C 1.022 6.002 0.521
C -0.360 5.931 0.544
C -0.999 4.695 0.569
C -0.246 3.536 0.572
H 1.272 0.211 -4.887
H 2.890 -0.887 -3.384
H 3.205 -0.047 -1.081
H 0.297 3.022 -1.835
H -0.043 2.133 -4.087
H 3.760 1.435 2.577
H 6.156 1.895 2.963
H 7.480 3.037 1.218
H 6.415 3.719 -0.894
H 4.026 3.248 -1.291
H 2.863 4.901 0.485
H 1.513 6.964 0.515
H -0.949 6.835 0.556
H -2.083 4.654 0.609
C -5.717 1.953 0.987
As -3.873 1.423 0.526
C -4.215 -0.433 -0.025
C -3.810 2.194 -1.283
H -6.396 1.647 0.191
H -5.776 3.036 1.110
H -6.022 1.480 1.922
H -5.229 -0.523 -0.414
H -4.102 -1.122 0.814
H -3.512 -0.723 -0.809
H -4.660 1.846 -1.871
H -2.881 1.898 -1.786
H -3.846 3.283 -1.237
F 4.898 -4.795 0.583
C 3.721 -4.155 0.546
C 3.320 -3.550 -0.635
C 2.109 -2.883 -0.658
C 1.311 -2.829 0.475
C 1.733 -3.440 1.645
C 2.938 -4.115 1.688
Sb -0.468 -1.614 0.444
C -1.518 -2.470 2.121
C -2.043 -1.607 3.074
C -2.710 -2.097 4.183
C -2.849 -3.468 4.319
F -3.489 -3.954 5.390
C -2.338 -4.351 3.381
C -1.665 -3.843 2.284
C -1.476 -2.606 -1.182
C -2.568 -3.442 -1.002
C -3.202 -4.007 -2.095
C -2.729 -3.721 -3.364
F -3.336 -4.268 -4.426
C -1.656 -2.871 -3.568
C -1.038 -2.310 -2.465
H 3.953 -3.598 -1.508
H 1.784 -2.404 -1.571
H 1.116 -3.391 2.532
H 3.280 -4.592 2.592
H -1.932 -0.528 2.963
H -3.114 -1.440 4.937
H -2.467 -5.413 3.521
H -1.249 -4.523 1.552
H -2.941 -3.649 -0.009
H -4.054 -4.657 -1.974
H -1.326 -2.652 -4.571
H -0.212 -1.624 -2.613
```

Its energy relative to the best compared isomer or geometry (same formula, charge and spin) is 4.4 kcal per mole. The calculation puts the total energy at -4791.575394 hartree. The frontier orbital gap is 0.2757 hartree. The strongest force on any atom comes out at 0.9 eV/A. As for the charge: +1. As for the spin multiplicity: 1.

***

2.
Entry from OMol25: a single C6H6N2O2S molecule at a distorted geometry (the ωB97M-V functional and the def2-TZVPD basis).

The geometry in XYZ format:
```
17
Properties=species:S:1:pos:R:3
C -1.754 1.051 -0.538
C -2.575 -0.017 -0.871
C -0.571 0.478 -0.057
C 0.538 1.279 0.402
C 1.881 1.219 0.307
C 0.047 -1.945 0.426
N -1.985 -1.165 -0.572
N -0.791 -0.876 -0.100
O 4.203 0.158 0.074
O 1.341 -1.483 0.531
S 2.920 0.099 -0.575
H -1.962 2.095 -0.653
H -3.552 -0.009 -1.309
H 0.164 2.173 0.902
H 2.462 1.971 0.823
H -0.279 -2.211 1.445
H -0.087 -2.817 -0.237
```

Its energy relative to the best compared isomer or geometry (same formula, charge and spin) is 78.4 kcal per mole. The calculation puts the total energy at -890.254545 hartree. The frontier orbital gap (spin up / spin down) is 0.2255 / 0.2777 hartree. The strongest force on any atom comes out at 2.9 eV/A. As for the charge: 0. As for the spin multiplicity: 1.

***

3.
Entry from OMol25: a gas-phase ion, C2H8NO2 (charge +1) at a distorted geometry (the ωB97M-V functional and the def2-TZVPD basis).

The geometry in XYZ format:
```
13
Properties=species:S:1:pos:R:3
C 1.547 -0.017 0.088
C -0.948 -0.104 0.246
N 0.355 0.561 -0.420
O -1.224 -1.379 -0.162
O -1.863 0.790 -0.008
H 1.574 -1.069 -0.290
H 2.405 0.562 -0.274
H 1.365 0.169 1.171
H -0.530 -0.022 1.285
H 0.390 1.601 -0.118
H 0.287 0.318 -1.432
H -0.675 -1.953 0.357
H -2.683 0.543 -0.443
```

Its energy relative to the best compared isomer or geometry (same formula, charge and spin) is 42.7 kcal per mole. The calculation puts the total energy at -285.950362 hartree. The frontier orbital gap is 0.4684 hartree. The strongest force on any atom comes out at 2.5 eV/A. As for the charge: +1. Its SMILES is C[NH2+]C(O)O. As for the spin multiplicity: 1.

***

4.
Entry from OMol25: a single C22H22N2O3S2 molecule at a distorted geometry (the ωB97M-V functional and the def2-TZVPD basis).

The geometry in XYZ format:
```
51
Properties=species:S:1:pos:R:3
O -0.412 0.542 1.204
C -1.519 0.139 1.513
N -2.652 0.843 1.325
H -3.519 0.370 1.530
C -2.781 2.052 0.509
C -2.473 1.754 -0.971
C -3.176 0.504 -1.416
C -4.534 0.519 -1.710
C -5.192 -0.647 -2.059
C -4.502 -1.846 -2.111
C -3.148 -1.872 -1.825
C -2.491 -0.703 -1.481
H -1.432 -0.727 -1.265
H -2.601 -2.802 -1.863
H -5.016 -2.757 -2.379
H -6.247 -0.620 -2.290
H -5.077 1.454 -1.670
H -2.793 2.614 -1.562
H -1.395 1.641 -1.088
C -1.908 3.210 1.043
O -0.585 3.192 0.609
H -0.218 2.314 0.828
H -2.329 4.153 0.683
H -1.967 3.201 2.143
H -3.828 2.354 0.610
C -1.769 -1.225 2.143
H -2.178 -1.869 1.357
H -2.511 -1.141 2.937
C -0.507 -1.875 2.718
N 0.592 -1.851 1.780
C 0.561 -2.514 0.601
S -0.569 -3.603 0.152
S 1.940 -2.070 -0.394
C 2.546 -0.970 0.825
C 3.627 -0.164 0.799
C 4.623 0.041 -0.219
C 5.628 0.988 0.024
C 6.613 1.231 -0.910
C 6.621 0.534 -2.109
C 5.636 -0.407 -2.365
C 4.646 -0.654 -1.434
H 3.889 -1.391 -1.650
H 5.639 -0.952 -3.297
H 7.392 0.723 -2.841
H 7.378 1.965 -0.707
H 5.622 1.533 0.956
H 3.750 0.425 1.702
C 1.664 -0.995 2.000
O 1.843 -0.408 3.039
H -0.154 -1.324 3.594
H -0.724 -2.912 2.990
```

Its energy relative to the best compared isomer or geometry (same formula, charge and spin) is 2.0 kcal per mole. The calculation puts the total energy at -1983.201935 hartree. The frontier orbital gap is 0.2809 hartree. The strongest force on any atom comes out at 1.1 eV/A. As for the charge: 0. Its SMILES is O=C(CCN1C(=O)/C(=C/c2ccccc2)SC1=S)N[C@@H](CO)Cc1ccccc1. As for the spin multiplicity: 1.

***

5.
Entry from OMol25: a molecular structure, C18H19F5N4O4PdS at a distorted geometry (the ωB97M-V functional and the def2-TZVPD basis).

The geometry in XYZ format:
```
52
Properties=species:S:1:pos:R:3
Pd 0.538 1.678 0.473
C 1.536 -1.460 2.423
C 0.937 -0.395 3.270
N 0.571 0.791 2.858
C 0.112 1.445 3.981
C 0.209 0.633 5.078
N 0.730 -0.538 4.602
C -0.063 0.725 6.563
O -0.374 1.859 6.997
O 0.171 -0.317 7.205
C -0.487 2.797 3.935
O -0.725 3.342 5.139
O -0.754 3.366 2.906
H 1.729 -1.036 1.442
H 0.863 -2.314 2.312
H 2.477 -1.816 2.846
H 0.904 -1.319 5.218
H -0.557 2.703 5.899
F -0.038 3.796 -6.617
C 0.187 3.775 -5.274
C 0.468 2.590 -4.612
F 0.518 1.431 -5.324
C 0.703 2.576 -3.249
F 0.990 1.366 -2.699
C 0.685 3.722 -2.443
S 1.002 3.744 -0.755
C 0.393 4.903 -3.161
F 0.338 6.092 -2.516
C 0.157 4.943 -4.521
F -0.110 6.122 -5.136
C -2.874 -2.616 -1.387
C -1.825 -3.016 -0.348
N -0.476 -2.619 -0.674
C 0.388 -3.623 -1.248
C 0.089 -3.949 -2.709
C -0.126 -1.276 -0.579
C 1.257 -0.847 -0.983
N -0.898 -0.352 -0.168
H -3.879 -2.759 -0.989
H -2.779 -3.212 -2.295
H -2.761 -1.569 -1.662
H -1.824 -4.104 -0.226
H -2.093 -2.595 0.627
H 0.305 -4.537 -0.646
H 1.418 -3.287 -1.164
H -0.921 -4.343 -2.830
H 0.789 -4.698 -3.082
H 0.180 -3.053 -3.322
H 2.044 -1.510 -0.628
H 1.380 0.178 -0.545
H 1.332 -0.766 -2.067
H -1.836 -0.649 0.086
```

Its energy relative to the best compared isomer or geometry (same formula, charge and spin) is 24.8 kcal per mole. The calculation puts the total energy at -2242.770266 hartree. The frontier orbital gap is 0.1503 hartree. The strongest force on any atom comes out at 1.9 eV/A. As for the charge: -2. As for the spin multiplicity: 1.

***

6.
Entry from OMol25: a molecular structure, C33H61ClN3O14PSi2 at a distorted geometry (the ωB97M-V functional and the def2-TZVPD basis).

The geometry in XYZ format:
```
115
Properties=species:S:1:pos:R:3
C 6.318 0.932 2.615
C 5.052 1.467 1.852
C 5.374 2.576 0.801
C 5.318 2.123 -0.686
N 4.087 1.356 -1.040
Si 4.471 -0.281 -1.509
N 5.542 -1.095 -0.343
O 3.124 -1.221 -1.928
Si 2.141 -1.678 -0.658
C 0.347 -1.528 -1.300
C -0.571 -1.109 -0.148
O -1.150 -1.981 0.481
C -0.773 0.333 0.297
C -1.851 0.595 1.180
C -2.059 1.899 1.660
C -1.198 2.942 1.258
C -0.152 2.691 0.347
C 0.067 1.390 -0.139
N 2.263 -0.635 0.779
C 2.423 -1.238 1.837
O 2.846 -1.704 2.830
P 2.405 -3.861 -0.124
O 1.182 -4.294 0.921
Cl 4.249 -4.079 0.875
H 6.386 1.342 3.640
H 6.186 -0.166 2.721
H 7.265 1.095 2.068
H 4.399 1.940 2.616
H 4.520 0.595 1.440
H 4.731 3.465 0.961
H 6.409 2.940 0.995
H 6.223 1.557 -0.993
H 5.283 3.052 -1.297
H 3.424 1.400 -0.267
H 5.278 -0.158 -2.745
H 6.451 -0.649 -0.496
H 5.705 -2.055 -0.663
H 0.372 -0.726 -2.061
H 0.011 -2.487 -1.736
H -2.526 -0.210 1.497
H -2.885 2.137 2.343
H -1.348 3.954 1.662
H 0.489 3.540 0.069
H 0.875 1.181 -0.851
H 1.238 -3.823 1.768
O 2.616 4.480 1.364
C 2.418 5.667 1.373
O 1.967 6.266 0.260
C 1.509 7.628 0.206
C 2.660 8.587 -0.006
C 2.749 6.506 2.582
H 0.915 7.874 1.089
H 0.835 7.678 -0.647
H 3.371 8.555 0.822
H 2.292 9.608 -0.107
H 3.212 8.322 -0.909
H 3.806 6.769 2.553
H 2.552 5.912 3.473
H 2.148 7.408 2.670
O -0.251 8.327 -2.411
C -1.113 7.625 -2.872
O -2.072 8.171 -3.636
C -3.024 7.408 -4.386
C -4.218 7.027 -3.536
C -1.185 6.156 -2.532
H -2.549 6.543 -4.853
H -3.351 8.058 -5.198
H -3.930 6.387 -2.701
H -4.962 6.499 -4.134
H -4.679 7.919 -3.109
H -1.710 6.035 -1.584
H -0.169 5.779 -2.428
H -1.664 5.550 -3.297
O -6.394 -4.266 4.878
C -5.328 -3.814 4.550
O -5.209 -3.150 3.388
C -4.039 -2.410 3.006
C -3.006 -3.297 2.348
C -4.096 -4.062 5.383
H -3.636 -1.857 3.857
H -4.384 -1.665 2.288
H -2.646 -4.069 3.033
H -2.149 -2.707 2.009
H -3.438 -3.811 1.488
H -3.674 -5.032 5.116
H -4.391 -4.075 6.430
H -3.335 -3.291 5.285
O -3.584 -9.942 3.754
C -4.257 -9.173 3.123
O -3.998 -7.854 3.189
C -4.607 -6.877 2.334
C -5.944 -6.423 2.882
C -5.446 -9.649 2.326
H -4.676 -7.247 1.309
H -3.919 -6.032 2.312
H -6.658 -7.247 2.933
H -6.369 -5.637 2.256
H -5.832 -6.042 3.889
H -6.308 -9.730 2.988
H -5.213 -10.632 1.921
H -5.692 -9.014 1.478
O 0.676 -1.160 -4.401
C 0.685 -2.168 -5.053
O 0.221 -3.309 -4.509
C 0.006 -4.518 -5.247
C 1.276 -5.336 -5.344
C 1.291 -2.202 -6.433
H -0.432 -4.305 -6.224
H -0.744 -5.078 -4.688
H 2.059 -4.802 -5.885
H 1.086 -6.280 -5.855
H 1.667 -5.548 -4.347
H 2.367 -2.348 -6.346
H 1.098 -1.244 -6.913
H 0.867 -2.965 -7.082
```

Its energy relative to the best compared isomer or geometry (same formula, charge and spin) is 0.0 kcal per mole. The calculation puts the total energy at -3892.428571 hartree. The frontier orbital gap is 0.3236 hartree. The strongest force on any atom comes out at 2.5 eV/A. As for the charge: 0. As for the spin multiplicity: 1.

***

7.
Entry from OMol25: 5 unconnected molecules or ions with the total composition C16H41IO8PS4 at a distorted geometry (the ωB97M-V functional and the def2-TZVPD basis).

The geometry in XYZ format:
```
71
Properties=species:S:1:pos:R:3
C 4.634 2.842 2.090
C 3.226 3.328 2.414
O 2.593 3.965 1.321
C 2.147 3.084 0.289
C 0.633 2.986 0.202
C -0.080 2.395 1.438
C -0.542 3.458 2.495
C -0.707 4.871 2.020
O -1.538 5.279 1.294
I 0.680 6.325 2.900
C -1.303 1.558 0.975
O -0.849 0.286 0.641
P 0.666 -0.161 1.396
O 0.705 1.476 2.130
H 5.305 3.678 1.872
H 5.034 2.301 2.956
H 4.636 2.148 1.248
H 3.280 4.085 3.205
H 2.616 2.495 2.781
H 2.522 3.466 -0.663
H 2.563 2.081 0.421
H 0.217 3.960 -0.077
H 0.424 2.318 -0.642
H 0.149 3.415 3.335
H -1.537 3.173 2.853
H -1.787 2.010 0.098
H -2.019 1.488 1.812
H 0.681 -1.474 0.833
H -0.021 -0.675 2.576
H 1.945 -0.435 2.049
H 1.396 0.328 0.248
C 2.429 -0.202 -2.285
S 3.201 1.016 -3.351
O 2.865 2.366 -2.826
C 2.106 0.752 -4.756
H 2.923 -0.175 -1.316
H 1.374 0.035 -2.144
H 2.552 -1.187 -2.736
H 1.081 0.946 -4.440
H 2.217 -0.270 -5.119
H 2.397 1.456 -5.533
C -3.977 4.852 -3.160
S -2.981 3.960 -1.953
O -2.256 2.914 -2.719
C -4.360 3.136 -1.144
H -3.288 5.408 -3.793
H -4.541 4.136 -3.759
H -4.645 5.544 -2.645
H -4.902 2.542 -1.880
H -5.008 3.881 -0.682
H -3.937 2.489 -0.378
C -3.132 -4.661 0.403
S -2.145 -3.520 1.397
O -0.811 -3.480 0.756
C -1.982 -4.619 2.816
H -3.309 -4.173 -0.553
H -2.582 -5.589 0.247
H -4.084 -4.854 0.899
H -1.504 -5.547 2.500
H -2.964 -4.816 3.247
H -1.355 -4.104 3.541
C 0.456 -6.083 -0.600
S 0.362 -7.607 -1.533
O -1.084 -7.887 -1.762
C 0.876 -8.687 -0.190
H 0.133 -5.264 -1.238
H -0.202 -6.141 0.264
H 1.484 -5.908 -0.282
H 0.189 -8.563 0.647
H 1.896 -8.439 0.106
H 0.836 -9.711 -0.558
```

The calculation puts the total energy at -3467.790706 hartree. The frontier orbital gap is 0.2362 hartree. The strongest force on any atom comes out at 1.3 eV/A. As for the charge: -1. As for the spin multiplicity: 1.